# 1
81
Properties=species:S:1:pos:R:3:forces:R:3 method="wB97M-V/def2-TZVPD" gap_ev=5.636 homo_energy_ha=-0.0679 total_charge=-2
Rb -1.466 -0.084 1.675 -0.2 0.1 -0.5
Cl -1.095 0.331 8.997 0.0 0.0 0.0
C -1.252 1.138 7.453 -0.1 0.1 0.0
C -0.302 0.914 6.473 0.0 0.0 -0.1
C -0.359 1.539 5.224 0.1 0.0 0.1
N 0.701 1.356 4.324 -0.1 0.1 0.1
C 0.838 0.194 3.752 -0.1 -0.1 -0.1
O 0.100 -0.828 3.752 0.3 0.0 0.3
C 2.066 0.111 2.865 0.0 0.0 -0.1
C 3.348 0.007 3.400 0.1 0.0 0.0
C 4.429 -0.100 2.545 -0.1 0.0 0.0
C 4.204 -0.085 1.174 0.0 0.0 0.0
C 2.896 0.030 0.731 0.1 0.0 0.0
N 1.849 0.117 1.547 -0.1 0.0 0.0
C -1.441 2.411 4.958 -0.1 0.0 0.0
C -2.389 2.622 5.963 0.1 -0.1 0.0
C -2.303 2.004 7.197 0.1 0.0 0.0
Cl -3.526 2.332 8.403 0.0 0.0 0.0
N -1.577 3.099 3.747 -0.1 0.0 -0.1
C -2.455 2.596 2.907 0.2 -0.2 0.2
O -3.128 1.540 3.010 -0.3 0.3 0.3
C -2.564 3.347 1.590 0.1 -0.1 -0.1
C -2.311 4.714 1.492 0.0 0.0 0.0
C -2.419 5.322 0.255 0.0 -0.1 -0.1
C -2.749 4.546 -0.852 0.0 0.0 0.1
C -2.952 3.186 -0.664 0.0 0.0 0.0
N -2.874 2.602 0.528 0.0 0.1 0.1
H 0.514 0.232 6.671 0.0 0.0 0.0
H 3.469 0.027 4.475 0.0 0.0 0.0
H 5.436 -0.184 2.938 0.0 0.0 0.0
H 5.014 -0.163 0.460 0.0 0.0 0.0
H 2.678 0.058 -0.334 0.0 0.0 0.0
H -3.222 3.279 5.753 0.0 0.0 0.0
H -2.022 5.248 2.387 0.0 0.0 0.0
H -2.238 6.385 0.145 0.0 0.0 0.0
H -2.831 4.978 -1.842 0.0 0.0 0.0
H -3.169 2.517 -1.493 0.0 0.0 0.0
C 0.628 2.681 -0.333 0.1 0.0 0.0
C 0.458 2.035 -1.677 -0.2 -0.1 0.0
C 1.394 2.273 -2.713 0.1 0.0 0.0
C 1.201 1.689 -3.928 0.0 0.0 0.0
C 0.074 0.868 -4.151 -0.2 0.0 0.2
C -0.161 0.249 -5.400 0.0 0.0 -0.1
C -1.276 -0.537 -5.542 0.0 0.0 -0.1
C -2.164 -0.743 -4.480 0.0 0.1 0.1
C -1.990 -0.175 -3.211 0.1 -0.1 -0.2
S -3.068 -0.522 -1.925 0.0 -0.1 0.1
C -0.817 0.673 -3.054 0.2 0.0 -0.3
N -0.583 1.254 -1.851 0.0 0.1 0.0
H 1.573 3.224 -0.274 0.0 0.0 0.0
H 0.626 1.925 0.451 0.0 0.0 0.0
H -0.187 3.380 -0.127 0.0 0.0 0.0
H 2.250 2.909 -2.521 0.0 0.0 0.0
H 1.905 1.839 -4.742 0.0 0.0 0.0
H 0.535 0.415 -6.216 0.0 0.0 0.0
H -1.483 -1.019 -6.494 0.0 0.0 0.0
H -3.028 -1.380 -4.625 0.0 0.0 0.0
O -0.397 -2.148 0.172 0.0 -0.4 0.3
S -0.187 -2.068 -1.289 0.0 0.1 -0.4
C -0.848 -3.598 -1.977 0.0 0.0 -0.2
C -0.926 -3.751 -3.355 0.0 0.1 0.0
C -1.473 -4.915 -3.875 0.0 0.0 0.0
C -1.945 -5.903 -3.021 0.0 -0.1 0.1
C -1.879 -5.729 -1.644 0.0 0.0 -0.1
C -1.331 -4.569 -1.117 0.0 0.1 0.1
C 1.554 -2.485 -1.548 0.0 0.0 0.0
C 2.171 -2.018 -2.698 0.0 0.0 0.0
C 3.528 -2.255 -2.884 0.0 0.0 0.0
C 4.249 -2.941 -1.916 0.0 0.0 0.0
C 3.621 -3.387 -0.757 0.1 0.0 0.0
C 2.269 -3.155 -0.566 -0.2 0.1 0.0
H -0.591 -2.951 -4.008 0.0 -0.1 0.0
H -1.550 -5.043 -4.948 0.0 0.0 0.0
H -2.382 -6.807 -3.429 0.0 0.0 0.0
H -2.267 -6.494 -0.983 0.0 0.0 0.0
H -1.283 -4.382 -0.051 0.0 0.0 0.0
H 1.596 -1.449 -3.424 0.0 0.0 0.0
H 4.022 -1.887 -3.775 0.0 0.0 0.0
H 5.311 -3.110 -2.054 0.0 0.0 0.0
H 4.195 -3.890 0.011 0.0 0.0 0.0
H 1.756 -3.440 0.346 0.0 0.0 0.0

# 2
25
Properties=species:S:1:pos:R:3:forces:R:3 method="wB97M-V/def2-TZVPD" gap_ev="5.849 / 3.976" homo_energy_ha="-0.4750 / -0.4528" total_charge=+1
B -0.891 0.543 -0.559 -2.2 -2.8 1.3
C 1.549 1.116 1.286 0.0 -0.3 -0.7
C 2.523 1.261 0.382 -0.6 -1.5 0.0
C 1.555 -1.208 0.555 0.9 -3.4 -0.7
C 2.552 -0.955 -0.305 0.8 1.3 -2.3
C 1.092 -0.223 1.307 -3.7 0.7 3.6
C 3.023 0.394 -0.563 1.6 -1.1 1.2
C -0.071 1.597 -1.316 -0.6 0.4 1.8
C -2.631 -0.573 0.723 -1.0 -1.9 0.2
C -2.356 -1.422 -0.607 3.1 1.6 1.6
N -1.603 0.442 0.750 -0.2 3.1 0.9
O -1.203 -0.706 -1.145 0.5 1.4 -0.9
F 4.052 0.594 -1.361 -1.1 0.2 -0.2
H 1.281 -2.304 0.629 -0.3 1.7 0.1
H 2.707 -1.710 -1.057 1.0 0.0 -0.3
H 0.788 1.240 -1.766 1.4 -1.2 -1.6
H 0.290 2.471 -0.838 0.1 0.8 1.3
H -0.748 2.039 -1.976 -1.0 0.3 -1.8
H -2.578 -1.185 1.659 -0.2 0.3 -0.7
H -3.677 -0.156 0.647 1.1 -0.2 0.2
H -1.999 -2.461 -0.670 -0.7 0.2 1.0
H -3.137 -1.267 -1.264 -1.7 0.1 -1.4
H 0.213 -0.523 2.024 1.9 1.3 -1.0
H -1.812 1.217 1.500 0.7 -1.9 -2.3
H 1.080 1.776 1.967 0.1 0.9 0.6

# 3
140
Properties=species:S:1:pos:R:3:forces:R:3 method="wB97M-V/def2-TZVPD" spin_multiplicity=2 gap_ev="1.388 / 8.682" homo_energy_ha="0.0308 / -0.2388" total_charge=-1
C -3.725 -1.957 8.534 -0.1 -1.1 -0.3
O -2.666 -1.339 7.877 0.8 -0.3 0.4
C -1.690 -0.724 8.688 0.6 0.2 0.4
C -0.364 -0.482 7.932 -1.7 1.9 -0.3
N -0.626 0.548 6.866 1.9 0.3 1.3
C 0.669 0.949 6.209 -0.7 -1.4 -2.4
C 0.559 1.994 4.990 0.0 0.6 2.7
O 1.838 2.487 4.591 0.1 -0.9 0.4
C 1.787 3.553 3.659 -0.4 -0.9 0.1
H -4.241 -2.499 7.742 -0.5 0.3 0.1
H -4.385 -1.286 9.084 0.0 0.2 -0.1
H -3.378 -2.762 9.182 0.2 0.1 0.5
H -1.426 -1.321 9.560 -0.3 -0.6 0.1
H -2.163 0.179 9.075 0.5 0.5 0.0
H 0.040 -1.442 7.610 0.1 -0.1 -0.3
H 0.328 -0.026 8.641 0.1 -0.2 0.1
H -1.273 0.114 6.223 -0.1 0.5 -0.7
H 0.971 0.039 5.689 0.8 -0.3 0.0
H 1.469 1.171 6.916 -0.3 0.5 0.1
H 0.029 2.810 5.481 -0.4 0.5 -0.4
H -0.068 1.619 4.182 0.2 -0.2 -0.2
H 1.266 4.402 4.099 -0.1 0.2 -0.1
H 1.276 3.180 2.771 -0.2 0.3 -0.3
H 2.797 3.819 3.346 0.0 0.0 0.4
C 2.658 0.276 -4.361 0.0 0.5 0.9
O 3.662 0.267 -5.336 0.0 -1.2 -1.3
C 3.349 -0.629 -6.435 -0.6 0.9 -0.1
C 2.236 -0.003 -7.332 0.2 0.0 1.7
N 2.052 -0.608 -8.609 1.2 1.2 -1.5
C 1.321 -1.827 -8.630 0.5 -0.7 -0.4
C 1.453 -2.445 -10.026 -0.9 -1.0 1.0
O 0.595 -3.636 -10.046 0.8 1.5 0.3
C 0.678 -4.375 -11.228 -0.7 0.1 -0.3
H 2.264 -0.689 -4.042 0.1 -0.4 -0.6
H 1.824 0.922 -4.635 -0.2 0.0 0.0
H 3.102 0.661 -3.444 0.1 0.3 -0.1
H 3.070 -1.603 -6.034 -0.1 -0.1 0.1
H 4.222 -0.765 -7.072 0.2 0.2 0.3
H 2.514 1.047 -7.415 0.0 0.0 -0.3
H 1.282 -0.022 -6.805 -0.2 0.1 0.6
H 1.474 0.027 -9.141 0.4 0.4 -0.3
H 0.286 -1.532 -8.460 -0.5 -1.1 0.5
H 1.806 -2.476 -7.901 -0.8 -0.3 0.2
H 2.480 -2.722 -10.262 0.1 -0.1 0.1
H 1.164 -1.640 -10.703 -0.4 -0.3 -0.7
H 0.302 -3.785 -12.064 0.4 0.3 -0.4
H -0.042 -5.191 -11.181 0.2 -0.2 0.4
H 1.681 -4.762 -11.410 0.1 0.0 -0.1
C -1.332 7.682 0.194 -1.2 1.1 0.2
O -0.246 6.978 -0.255 1.1 -1.0 0.6
C -0.042 6.935 -1.641 0.8 1.1 -0.6
C 1.154 6.080 -2.002 0.1 -0.7 -0.2
N 2.372 6.586 -1.401 0.2 0.3 0.4
C 3.583 5.842 -1.753 -1.0 -1.3 -0.5
C 3.527 4.308 -1.486 0.9 1.6 0.7
O 3.628 4.188 -0.058 -0.1 1.6 -1.5
C 3.689 2.897 0.392 0.1 -1.4 -0.2
H -2.276 7.210 -0.080 -0.2 -0.4 0.3
H -1.455 8.697 -0.184 0.5 0.3 -0.7
H -1.264 7.884 1.263 0.1 -0.7 0.1
H 0.298 7.931 -1.926 -0.5 0.5 -0.4
H -0.948 6.651 -2.175 -0.1 -0.1 -0.1
H 1.362 6.056 -3.072 -0.5 0.4 -0.4
H 0.893 5.041 -1.804 0.2 -0.3 0.5
H 2.202 6.701 -0.412 0.5 -0.2 0.2
H 4.533 6.179 -1.339 -0.5 0.4 0.7
H 3.759 5.963 -2.821 -0.3 0.0 -0.3
H 4.414 3.963 -2.018 0.4 -0.7 0.3
H 2.683 3.776 -1.924 -0.3 0.0 0.3
H 3.835 2.922 1.472 -0.3 -0.2 -0.1
H 4.517 2.355 -0.066 0.5 -0.1 0.1
H 2.810 2.350 0.054 -0.4 -0.2 0.6
C -2.823 -2.938 4.775 -0.5 -2.0 -0.3
C -1.970 -1.725 4.595 -0.4 0.4 -0.1
C -1.807 -1.270 3.138 0.4 0.6 0.7
O -0.891 -2.015 2.361 0.5 0.6 0.0
C 0.488 -1.663 2.645 -0.5 -0.4 0.0
N -2.637 -0.673 5.342 0.0 0.7 -0.9
H -3.026 -3.175 5.820 0.4 0.2 0.2
H -2.483 -3.880 4.346 0.5 0.0 -0.2
H -3.825 -2.841 4.358 -0.1 0.6 -0.3
H -1.009 -1.812 5.101 0.3 -0.4 -0.3
H -1.519 -0.219 3.144 0.4 0.3 0.2
H -2.803 -1.213 2.697 0.0 -0.7 -0.5
H 1.105 -2.283 1.995 0.0 -0.4 0.6
H 0.686 -1.766 3.712 0.3 -0.6 0.0
H 0.840 -0.656 2.421 -0.8 0.6 -0.3
H -2.753 -1.058 6.268 -0.5 0.4 0.0
H -3.546 -0.491 4.942 -0.2 0.1 0.0
C -7.082 -2.272 -0.194 0.8 -0.4 -1.2
C -6.471 -2.341 1.154 -0.3 -1.5 1.8
C -4.907 -2.591 1.227 -0.9 1.3 0.9
O -4.466 -3.900 1.000 -1.7 0.2 -0.1
C -3.086 -4.138 0.825 -0.8 -0.3 -1.1
N -6.924 -1.224 1.989 0.9 1.0 0.6
H -8.128 -2.575 -0.166 -0.1 0.5 -0.1
H -6.589 -2.979 -0.862 0.1 -0.1 -0.2
H -6.888 -1.266 -0.565 -0.5 0.0 -0.4
H -6.968 -3.154 1.682 0.4 -0.7 -0.1
H -4.568 -2.330 2.230 -0.3 0.4 0.2
H -4.523 -1.812 0.569 0.8 -0.2 -0.6
H -2.775 -3.585 -0.061 0.6 0.3 0.1
H -3.136 -5.183 0.517 0.8 -0.1 0.3
H -2.445 -3.965 1.689 -0.1 0.1 0.1
H -7.919 -1.058 1.956 -0.3 -0.7 -0.1
H -6.576 -0.324 1.691 0.6 0.1 -0.2
C 0.624 -0.074 -1.966 0.2 1.2 0.5
C -0.052 -0.061 -0.584 -0.3 -0.6 -0.9
C -0.628 1.281 -0.149 -0.5 -0.1 0.0
O 0.324 2.294 -0.154 1.1 -0.4 -0.3
C -0.153 3.522 0.270 0.6 0.6 0.5
N -1.111 -1.045 -0.676 -1.1 -0.1 0.0
H 0.919 -1.065 -2.311 -0.1 0.0 0.4
H 1.484 0.588 -1.873 0.3 -0.2 -0.3
H 0.000 0.361 -2.747 -0.3 0.0 0.1
H 0.672 -0.366 0.172 0.5 0.2 0.1
H -1.028 1.194 0.861 -0.1 -0.3 0.5
H -1.478 1.612 -0.746 -0.2 -0.3 -0.5
H -0.551 3.496 1.285 -0.4 -0.3 0.2
H -0.894 3.945 -0.409 -0.1 0.1 -0.1
H 0.726 4.161 0.353 -0.1 0.3 -0.3
H -1.558 -1.243 0.208 0.0 0.3 0.4
H -0.710 -1.935 -0.935 0.2 -0.1 -0.3
C 2.180 -4.612 -2.182 0.9 -0.2 0.3
C 2.160 -3.734 -0.920 0.3 -0.9 -1.2
C 3.079 -2.520 -0.905 0.0 -0.9 -0.3
O 4.397 -3.031 -1.052 0.7 0.9 0.4
C 5.307 -2.138 -0.396 -0.1 0.2 -0.7
N 0.789 -3.404 -0.688 -0.6 0.8 0.6
H 1.632 -5.531 -1.970 -0.1 -0.1 0.2
H 3.218 -4.900 -2.347 0.0 -0.1 -0.4
H 1.720 -4.238 -3.096 0.2 0.6 0.2
H 2.438 -4.415 -0.115 0.9 0.1 0.2
H 2.986 -1.958 0.025 -0.1 -0.2 0.5
H 2.845 -1.785 -1.676 0.0 -0.1 -0.4
H 6.340 -2.250 -0.724 0.0 -0.9 0.0
H 5.216 -2.221 0.687 0.1 0.0 0.1
H 5.123 -1.114 -0.721 -0.5 0.3 0.2
H 0.843 -2.849 0.155 -0.6 0.4 0.4
H 0.416 -4.281 -0.355 -0.8 -0.2 0.0

# 4
53
Properties=species:S:1:pos:R:3:forces:R:3 method="wB97M-V/def2-TZVPD" spin_multiplicity=2 gap_ev="7.426 / 7.780" homo_energy_ha="-0.3083 / -0.3247" total_charge=0
Ti -0.555 0.074 1.043 0.1 -0.1 0.3
C -4.788 -0.400 -0.335 0.0 0.0 0.0
C -3.764 -0.324 -1.424 -0.1 0.0 0.0
N -4.097 -0.682 -2.644 0.0 0.0 0.0
C -3.179 -0.643 -3.626 0.0 0.0 0.0
C -1.886 -0.217 -3.449 0.0 0.0 0.0
C -0.931 -0.247 -4.622 0.0 0.0 0.0
O -1.571 -0.089 -5.872 0.0 0.0 0.0
C -1.493 0.169 -2.143 -0.2 -0.1 0.0
C -0.203 0.741 -1.880 0.1 0.0 0.0
N 0.300 0.923 -0.705 0.0 0.0 -0.1
C 1.526 1.628 -0.592 0.2 0.1 0.0
C 2.680 1.178 -1.223 -0.1 -0.1 0.0
C 3.876 1.854 -1.056 0.0 0.0 0.0
C 3.932 2.984 -0.251 0.0 0.0 0.0
C 2.787 3.439 0.389 0.1 0.0 0.0
C 1.593 2.757 0.220 -0.3 0.0 0.1
I -0.149 3.404 1.198 0.2 -0.1 0.0
C -2.444 0.089 -1.110 0.1 0.0 -0.1
O -2.156 0.416 0.131 0.0 0.0 -0.1
H -5.783 -0.386 -0.773 0.0 0.0 0.0
H -4.671 0.418 0.374 0.0 0.0 0.0
H -4.668 -1.331 0.225 0.0 0.0 0.0
H -3.510 -0.973 -4.602 0.0 0.0 0.0
H -0.444 -1.224 -4.665 0.0 0.0 0.0
H -0.136 0.497 -4.511 0.0 0.0 0.0
H -2.107 0.711 -5.845 0.0 0.0 0.0
H 0.380 1.089 -2.731 0.0 0.1 0.0
H 2.629 0.276 -1.822 0.0 0.0 0.0
H 4.769 1.492 -1.547 0.0 0.0 0.0
H 4.865 3.513 -0.115 0.0 0.0 0.0
H 2.822 4.318 1.017 0.0 0.0 0.0
O 0.798 -3.513 -0.267 0.0 0.0 0.0
C 0.632 -2.470 0.318 0.0 0.0 -0.1
O -0.457 -1.752 0.332 0.0 0.1 0.2
C 1.751 -1.872 1.150 -0.2 -0.1 0.1
C 2.819 -2.644 1.564 0.2 0.2 -0.1
C 3.780 -2.046 2.363 0.0 0.0 0.0
C 3.628 -0.711 2.717 0.0 0.0 0.0
C 2.512 -0.023 2.280 0.0 0.0 0.0
N 1.585 -0.597 1.511 -0.1 0.0 0.0
H 2.867 -3.676 1.250 0.0 0.0 0.0
H 4.632 -2.610 2.718 0.0 0.0 0.0
H 4.355 -0.215 3.346 0.0 0.0 0.0
H 2.335 1.007 2.565 0.0 0.0 0.0
F -1.084 -2.174 4.151 -0.1 0.0 0.0
C -2.115 -1.375 3.863 0.1 -0.1 0.0
F -2.475 -1.614 2.588 0.0 0.0 0.0
F -3.130 -1.670 4.661 0.0 0.0 0.0
S -1.632 0.392 3.996 -0.1 0.2 0.1
O -1.253 0.620 5.350 0.1 -0.1 0.0
O -2.728 1.119 3.426 0.0 0.0 0.0
O -0.444 0.372 3.064 -0.1 -0.2 -0.3

Values of energy above the lowest of the compared OMol25 structures with the same formula, charge and spin, in order: 0.00 12.09 0.00 0.00, all in kcal per mole.
Values of DFT total energy, in order: -102901.9097 -16447.7969 -67596.9106 -91047.4959, all in eV.